{"formula": "C18H12B3Ba2Br6O24", "method": "wB97M-V/def2-TZVPD", "e_homo_ev": -9.83, "e_above_lowest_kj_mol": 1744.3, "molar_mass_g_mol": 1398.8, "e_tot_ha": -18068.51615, "gap_ev": 2.505, "total_charge": 1, "species": ["Ba", "Ba", "O", "C", "O", "B", "O", "C", "O", "O", "C", "O", "C", "O", "O", "O", "C", "O", "B", "O", "C", "O", "O", "C", "O", "C", "O", "O", "O", "C", "O", "B", "O", "C", "O", "O", "C", "O", "C", "O", "O", "Br", "C", "C", "Br", "H", "H", "H", "H", "Br", "C", "C", "Br", "H", "H", "H", "H", "Br", "C", "C", "Br", "H", "H", "H", "H"], "xyz": [[11.9312, -15.7495, 24.7541], [20.6544, -17.7026, 10.8052], [16.9554, -21.2397, 14.5004], [16.3753, -21.6894, 15.4982], [16.1627, -21.0519, 16.5925], [15.2304, -21.7950, 17.4813], [14.9468, -23.0660, 16.6912], [15.5930, -23.0530, 15.5796], [15.5828, -23.9774, 14.8648], [14.0214, -21.0316, 17.8252], [14.1478, -20.6410, 19.0472], [13.3387, -19.9237, 19.6866], [15.3525, -21.2732, 19.7463], [15.9027, -22.0292, 18.8018], [15.8190, -20.9315, 20.8492], [12.7380, -16.2703, 14.0569], [13.0671, -15.3488, 14.7689], [12.2714, -14.6925, 15.6340], [13.0094, -13.6974, 16.3859], [14.4125, -13.8542, 15.9707], [14.4971, -14.7560, 15.0142], [15.4586, -15.1963, 14.4662], [12.4630, -12.3561, 16.1668], [12.0347, -11.8944, 17.2869], [11.4175, -10.8649, 17.4952], [12.4200, -12.9219, 18.3463], [12.9918, -13.9408, 17.8079], [12.1468, -12.8584, 19.5608], [20.8331, -15.1324, 23.3114], [20.4733, -15.5001, 22.1948], [21.2013, -15.9669, 21.2235], [20.4006, -16.2095, 20.0323], [19.0686, -16.0495, 20.5707], [18.9982, -15.6526, 21.7989], [18.0357, -15.3856, 22.5237], [20.7016, -15.1807, 19.0497], [21.0173, -15.7813, 17.8603], [21.1343, -15.3415, 16.6565], [21.0627, -17.3431, 18.2160], [20.7284, -17.5013, 19.3868], [21.1107, -18.1457, 17.2483], [17.5279, -16.9191, 32.8561], [18.9082, -17.7589, 31.8044], [18.8283, -17.4743, 30.3011], [17.0623, -18.1347, 29.5155], [18.8436, -18.8466, 31.8349], [19.9061, -17.5176, 32.1705], [19.5871, -17.9390, 29.6714], [18.8406, -16.3900, 30.1908], [27.1602, -21.0359, 24.9389], [27.8687, -19.3157, 24.0837], [26.8392, -18.2890, 23.7801], [27.7550, -16.8329, 22.8549], [28.4326, -19.5819, 23.1897], [28.6891, -18.8550, 24.6340], [26.1467, -17.9031, 24.5282], [26.0957, -18.7198, 23.1094], [24.8482, -15.9107, 29.7540], [25.5443, -14.2167, 30.4260], [25.1362, -12.9874, 29.5654], [23.2938, -12.6207, 30.0326], [26.6146, -14.3602, 30.5735], [25.1051, -14.0913, 31.4157], [25.2521, -13.0849, 28.4860], [25.6723, -12.0932, 29.8832]], "forces_ev_per_a": [[0.423, -0.032, -0.626], [-0.359, -0.042, 0.730], [-0.725, -1.114, 1.930], [0.396, 0.370, -3.367], [-0.302, 0.573, 1.141], [0.393, -1.263, -0.183], [-0.887, 2.018, 3.209], [0.907, 1.148, 0.737], [0.586, -1.695, -2.823], [0.534, -0.204, -0.902], [-3.505, 2.348, 3.954], [2.073, -1.697, -2.028], [2.026, 1.666, 1.137], [0.094, -0.310, 0.260], [-1.554, -1.649, -3.052], [0.594, 1.410, 0.716], [-0.696, -0.429, 0.445], [-0.254, -0.610, -0.785], [0.908, -0.792, -1.144], [0.484, 0.213, -0.863], [-1.003, -0.830, -0.022], [0.988, 0.301, -0.286], [0.414, -0.256, -1.367], [-1.296, 2.121, 1.451], [0.890, -1.335, -0.321], [-1.430, 0.110, 4.568], [-0.107, -0.232, 0.077], [0.559, 0.210, -2.305], [-0.243, -0.495, -2.278], [0.140, 0.251, 3.683], [1.491, -0.022, 0.088], [0.717, 0.689, 1.118], [-2.684, -0.967, -1.692], [-0.540, 1.321, 1.967], [1.597, -0.874, -1.990], [0.442, -0.114, -3.304], [0.166, 0.696, -2.961], [-0.456, -1.212, 5.965], [-0.164, 0.110, -8.275], [-1.103, -0.900, 4.274], [0.545, 1.497, 3.161], [0.342, -0.114, -0.165], [0.391, -1.472, -1.464], [-1.081, 0.942, 0.335], [1.129, 0.440, 0.491], [-0.376, 0.018, 0.822], [-0.210, 0.436, 0.091], [-0.048, -0.087, 0.416], [-0.175, -0.138, -0.567], [0.601, 1.663, -0.670], [1.169, -0.440, 0.513], [-1.710, -0.389, -0.919], [-0.301, -0.134, 0.226], [-0.725, -0.538, -0.257], [-0.341, -0.444, 1.033], [0.982, 0.186, 0.688], [0.316, 0.105, -0.614], [0.083, 0.290, -0.030], [-0.084, 0.537, -0.121], [0.371, -0.653, 0.827], [-0.347, 0.219, -0.377], [-0.027, 0.168, -0.441], [0.050, -0.066, -0.136], [-0.196, -0.293, 0.201], [0.131, -0.213, 0.080]], "mulliken_charge": [1.998, 1.999, -0.707, 0.589, -0.402, 0.929, -0.460, 0.619, -0.577, -0.445, 0.606, -0.692, 0.656, -0.484, -0.634, -0.607, 0.643, -0.507, 1.116, -0.491, 0.549, -0.622, -0.492, 0.578, -0.620, 0.622, -0.410, -0.758, -0.642, 0.574, -0.477, 1.102, -0.474, 0.632, -0.693, -0.472, 0.595, -0.673, 0.618, -0.404, -0.686, -0.107, -0.554, -0.685, -0.163, 0.346, 0.395, 0.406, 0.363, -0.189, -0.715, -0.507, -0.148, 0.413, 0.415, 0.392, 0.339, -0.117, -0.659, -0.473, -0.126, 0.352, 0.359, 0.354, 0.310]}


{"formula": "C20H65BF4N5O10", "method": "wB97M-V/def2-TZVPD", "e_homo_ev": [2.58, -4.45], "molar_mass_g_mol": 622.6, "e_tot_ha": -2251.61374, "gap_ev": [1.568, 8.513], "multiplicity": 2, "total_charge": -2, "species": ["B", "F", "F", "F", "F", "C", "C", "C", "O", "C", "N", "H", "H", "H", "H", "H", "H", "H", "H", "H", "H", "H", "C", "C", "C", "O", "C", "N", "H", "H", "H", "H", "H", "H", "H", "H", "H", "H", "H", "C", "C", "C", "O", "C", "N", "H", "H", "H", "H", "H", "H", "H", "H", "H", "H", "H", "C", "C", "C", "O", "C", "N", "H", "H", "H", "H", "H", "H", "H", "H", "H", "H", "H", "C", "C", "C", "O", "C", "N", "H", "H", "H", "H", "H", "H", "H", "H", "H", "H", "H", "O", "H", "H", "O", "H", "H", "O", "H", "H", "O", "H", "H", "O", "H", "H"], "xyz": [[0.2203, 1.9264, 0.4477], [0.5833, 1.8212, -0.8295], [1.3099, 2.1752, 1.2899], [-0.8137, 2.8830, 0.5611], [-0.2550, 0.7204, 0.9494], [-4.0885, 0.3864, -6.2140], [-3.7121, -0.5042, -4.9665], [-3.3525, 0.2718, -3.6911], [-2.0817, 0.9683, -3.7879], [-1.8467, 1.6379, -2.5612], [-4.8895, -1.2864, -4.5892], [-4.2299, -0.2753, -7.0686], [-3.3198, 1.1113, -6.4819], [-5.0746, 0.8303, -6.0776], [-2.9182, -1.2216, -5.1744], [-3.3663, -0.4510, -2.8753], [-4.1355, 0.9793, -3.4180], [-2.6289, 2.3688, -2.3564], [-1.0637, 2.3595, -2.7942], [-1.5625, 0.9556, -1.7601], [-4.7281, -1.9702, -3.8636], [-5.2245, -1.7609, -5.4155], [-3.4584, 1.9797, 2.1452], [-3.1198, 1.0756, 3.3488], [-3.7636, -0.3898, 3.2769], [-5.1867, -0.3595, 3.3554], [-5.7079, -1.6214, 3.4435], [-1.7303, 1.1182, 3.5954], [-3.0454, 1.5657, 1.2254], [-3.1092, 3.0119, 2.1739], [-4.5439, 2.0071, 2.0511], [-3.5965, 1.5778, 4.1906], [-3.3568, -1.0222, 4.0659], [-3.4262, -0.7933, 2.3222], [-6.7919, -1.5416, 3.5259], [-5.3970, -2.2395, 4.2857], [-5.4130, -2.2536, 2.6059], [-1.3436, 2.0301, 3.7930], [-1.2531, 0.8622, 2.7428], [0.5242, -4.0602, -3.6432], [1.5432, -4.6112, -2.7098], [1.1009, -4.6228, -1.2193], [1.1296, -3.2830, -0.6796], [0.6353, -3.1289, 0.6257], [1.9116, -5.9800, -3.1735], [0.3615, -3.0304, -3.3253], [-0.3915, -4.6491, -3.5899], [0.7471, -4.2396, -4.6950], [2.4405, -4.0086, -2.8498], [1.7746, -5.1809, -0.5692], [0.1178, -5.0726, -1.0800], [-0.3571, -3.5681, 0.7278], [0.6686, -2.0748, 0.9008], [1.2656, -3.6983, 1.3088], [1.2222, -6.5948, -2.7651], [2.7881, -6.2240, -2.7349], [3.3899, 0.0835, -1.0549], [2.5665, -0.2487, -2.2954], [3.1035, -1.3924, -3.1474], [4.3379, -0.9660, -3.8636], [4.6640, -1.8471, -4.9580], [1.1405, -0.5650, -1.9749], [2.9566, 0.8441, -0.4055], [4.3955, 0.3832, -1.3502], [3.5209, -0.7900, -0.4161], [2.6211, 0.6504, -2.9092], [2.3150, -1.6745, -3.8452], [3.2145, -2.2402, -2.4713], [3.9561, -1.7190, -5.7770], [4.7066, -2.8985, -4.6737], [5.6466, -1.5568, -5.3298], [1.0934, -1.2828, -1.2660], [0.9292, 0.2875, -1.4762], [2.3006, 0.4479, 7.1209], [1.7825, 1.1905, 5.8880], [1.7461, 0.4002, 4.5904], [3.0924, 0.3223, 4.0738], [3.0732, -0.2133, 2.7456], [0.4795, 1.7402, 6.1540], [3.3203, 0.1409, 6.8881], [1.7100, -0.4462, 7.3209], [2.3316, 0.9730, 8.0756], [2.4527, 2.0368, 5.7371], [1.1792, 0.8935, 3.8009], [1.3308, -0.5947, 4.7509], [2.4767, -1.1082, 2.5677], [4.1130, -0.4661, 2.5384], [2.7609, 0.4561, 1.9440], [0.1332, 2.0847, 5.2700], [-0.2113, 1.0415, 6.3883], [3.0035, 3.8320, 2.6244], [2.5740, 3.0248, 2.3412], [3.7112, 3.5387, 3.1983], [2.2258, 3.7092, -1.5738], [1.5998, 4.3117, -1.9755], [1.6820, 3.0437, -1.1525], [-0.2691, 3.3551, 3.3920], [-0.1311, 3.0607, 2.4917], [0.0551, 4.2556, 3.4024], [1.3475, 5.6489, 0.3883], [1.7428, 4.7776, 0.4172], [0.5201, 5.5218, -0.0759], [-0.5811, 4.4177, -1.5591], [-0.7674, 3.7276, -0.9225], [-1.4031, 4.9022, -1.6353]], "forces_ev_per_a": [[-0.889, -1.370, 2.414], [0.440, 0.436, -1.779], [0.491, 1.174, -0.093], [0.183, 0.359, 0.304], [-0.708, -0.788, -0.270], [0.278, -1.272, 0.760], [-0.312, 0.679, 0.265], [0.885, 0.343, -0.645], [-1.761, -0.929, 0.281], [0.888, 1.039, -1.296], [-0.879, 0.403, -0.524], [0.198, -0.153, -0.193], [-0.092, 0.037, 0.258], [0.173, 0.355, 0.368], [0.547, 0.488, -0.378], [0.491, -0.186, 0.243], [-0.239, 0.278, -0.299], [-0.846, -0.529, 0.568], [0.651, -0.565, 0.251], [-0.289, 0.154, 0.099], [0.318, -0.062, 0.001], [-0.160, -0.271, 0.067], [-1.012, -0.921, -0.477], [-1.886, 1.047, 0.152], [1.104, 1.734, -0.384], [1.093, 1.197, 0.237], [-0.703, -1.353, -0.179], [1.491, -1.777, 0.300], [0.011, -0.170, -0.097], [0.247, -0.121, 0.624], [-0.200, 0.071, -0.280], [-0.252, -0.192, 0.377], [0.113, 0.115, 0.236], [-0.184, -0.402, -0.262], [-0.052, -0.004, -0.291], [0.406, 0.357, 0.707], [-0.248, 0.033, -0.569], [-0.827, 0.102, 0.227], [0.268, -0.381, -0.158], [-1.098, -0.190, 0.069], [0.783, -1.085, 0.132], [0.531, 1.185, 0.438], [-0.159, 0.095, -1.189], [0.283, -0.956, 0.035], [-0.173, 0.668, 0.367], [-0.444, 0.183, -0.615], [-0.405, 0.201, 0.631], [0.762, 0.689, -0.012], [0.045, -0.043, 0.462], [0.362, -0.515, -0.300], [-0.334, 0.015, -0.251], [-0.377, 0.301, -0.050], [-0.196, 0.003, -0.126], [0.260, -0.012, 0.371], [-0.185, -0.529, -0.024], [0.230, -0.235, 0.167], [0.584, -0.657, 0.089], [-0.267, -0.263, -0.028], [0.689, 0.921, -0.222], [-1.072, -1.475, 0.333], [-0.149, 0.837, 0.706], [1.104, 1.019, -0.311], [-0.119, 0.212, -0.371], [0.072, 0.227, 0.018], [-0.095, -0.348, 0.025], [-0.493, 0.074, -0.229], [0.104, 0.152, -0.364], [0.808, -0.248, -0.125], [-0.240, -0.096, -0.056], [-0.106, -0.099, 0.188], [0.055, 0.075, 0.115], [0.225, -0.491, -0.056], [-0.848, -0.434, -0.181], [0.408, -0.724, -0.571], [-0.145, 0.304, 0.620], [1.482, 0.069, -0.238], [-0.923, -0.712, -0.573], [1.141, -0.061, -0.185], [-0.846, 0.668, 0.129], [0.087, -0.266, 0.149], [-0.085, -0.226, -0.179], [-0.174, 0.627, -0.347], [0.100, 0.120, -0.209], [-0.491, 0.243, 0.341], [-0.065, -0.271, -0.036], [-0.179, -0.255, 0.697], [0.021, -0.125, -0.101], [-0.184, 0.600, 0.412], [-0.153, 0.493, -0.078], [0.119, -0.467, 0.187], [0.205, 0.442, 0.168], [-0.276, -0.279, -0.191], [0.150, -0.083, 0.141], [0.889, 0.244, -0.149], [-0.243, 0.119, -0.014], [-0.007, -0.198, -0.250], [0.112, 0.522, 0.491], [0.086, 0.006, -0.354], [0.269, 0.239, 0.011], [-0.112, 0.734, 0.573], [0.359, -0.241, -0.104], [-0.199, -0.211, -0.321], [0.095, 0.845, -0.603], [-0.114, -0.406, 0.487], [-0.197, 0.114, -0.102]], "mulliken_charge": [1.198, -0.319, 0.174, -0.690, -0.192, -1.391, 0.669, -0.924, -0.360, -0.792, -0.806, 0.435, 0.320, 0.337, 0.089, 0.233, 0.304, 0.452, 0.361, 0.234, 0.377, 0.271, -1.215, 0.333, -0.867, -0.065, -1.345, -0.177, 0.080, 0.315, 0.478, 0.382, 0.360, 0.386, 0.324, 0.323, 0.449, 0.355, -0.181, -2.214, 2.274, -2.996, 1.666, -1.860, -1.228, 0.194, 0.771, 0.372, -0.446, 0.125, 0.311, 0.844, -0.362, 0.475, 0.621, 0.658, -1.409, 0.739, -0.773, -0.317, -1.042, -0.142, 0.106, 0.460, 0.259, 0.480, 0.432, 0.136, 0.294, 0.333, 0.340, -0.026, 0.132, -1.572, 0.545, 0.216, -0.407, -0.494, -0.742, 0.324, 0.349, 0.387, 0.152, -0.275, 0.282, 0.233, 0.438, -0.072, 0.212, 0.344, -0.699, 0.177, 0.351, -0.746, 0.385, 0.020, -0.631, -0.099, 0.267, -0.695, 0.311, 0.385, -0.631, 0.254, 0.306]}